1.
{
  "formula": "C31H46O24",
  "method": "ωB97M-V/def2-TZVPD",
  "elements": ["C", "C", "C", "O", "C", "O", "O", "H", "H", "H", "H", "H", "H", "C", "C", "C", "O", "C", "O", "O", "H", "H", "H", "H", "H", "H", "C", "C", "C", "O", "C", "O", "O", "H", "H", "H", "H", "H", "H", "C", "C", "C", "O", "C", "O", "O", "H", "H", "H", "H", "H", "H", "C", "C", "C", "O", "C", "O", "O", "H", "H", "H", "H", "H", "H", "C", "C", "C", "O", "C", "O", "O", "H", "H", "H", "H", "H", "H", "C", "C", "C", "O", "C", "O", "O", "H", "H", "H", "H", "H", "H", "O", "C", "O", "C", "C", "O", "H", "H", "H", "H"],
  "positions_angstrom": [[4.667339, -3.797315, -2.232232], [4.719165, -2.486791, -1.497911], [5.347123, -1.318288, -2.288350], [4.615333, -0.186642, -1.831167], [3.496211, -0.616390, -1.206954], [2.736297, 0.090244, -0.633572], [3.401043, -1.954378, -1.260309], [3.958421, -4.446814, -1.728027], [5.663714, -4.243702, -2.204397], [4.409962, -3.657310, -3.279853], [5.261640, -2.530741, -0.548407], [5.189016, -1.468782, -3.360794], [6.415249, -1.257442, -2.097495], [-4.295588, -0.961880, 2.312241], [-5.333865, 0.027082, 1.854656], [-4.760994, 1.069483, 0.880626], [-5.802992, 1.224829, -0.082102], [-6.692806, 0.208215, 0.037646], [-7.631174, 0.062948, -0.665568], [-6.358301, -0.596659, 1.070544], [-3.441450, -0.420676, 2.712844], [-3.961269, -1.612570, 1.499610], [-4.726913, -1.603858, 3.082526], [-5.774134, 0.529159, 2.717608], [-3.833420, 0.730761, 0.415833], [-4.598594, 2.030364, 1.361256], [-2.081970, -3.463358, -4.703812], [-1.600656, -3.962866, -3.371329], [-1.718193, -5.489758, -3.229410], [-0.402547, -5.938719, -2.955800], [0.464625, -4.907501, -2.982122], [1.621905, -5.008785, -2.765176], [-0.164665, -3.756711, -3.291655], [-1.770045, -4.128353, -5.509835], [-1.764556, -2.445890, -4.901195], [-3.177938, -3.475166, -4.731109], [-2.047800, -3.403410, -2.551508], [-2.153010, -5.939301, -4.121105], [-2.383564, -5.742214, -2.400171], [0.732915, -2.712161, 1.146272], [-0.664108, -3.183782, 1.465923], [-0.914489, -4.711277, 1.546991], [-1.733148, -4.856414, 2.694884], [-1.723343, -3.724083, 3.427334], [-2.217988, -3.594135, 4.497802], [-1.049801, -2.734697, 2.781807], [1.500630, -3.410160, 1.482105], [0.894177, -1.738372, 1.609442], [0.892654, -2.503184, 0.085283], [-1.361905, -2.733977, 0.750932], [0.025247, -5.261567, 1.556710], [-1.502307, -5.003087, 0.678429], [1.101518, 3.104457, -3.722037], [2.356177, 2.648691, -3.043822], [3.557111, 2.508420, -3.990070], [4.570887, 3.367950, -3.428801], [4.112686, 3.948039, -2.311855], [4.753917, 4.588243, -1.549346], [2.795601, 3.691026, -2.152130], [0.324687, 3.358876, -3.002400], [0.737645, 2.371284, -4.442997], [1.314841, 4.032699, -4.258503], [2.204739, 1.769607, -2.414626], [3.319838, 2.910967, -4.977917], [3.971760, 1.510291, -4.102940], [3.355231, 5.025601, 2.502655], [2.482471, 5.956795, 1.686752], [3.266630, 6.760994, 0.644373], [2.428287, 6.732973, -0.503601], [1.522410, 5.754123, -0.372653], [0.779235, 5.407067, -1.225174], [1.615630, 5.185196, 0.841252], [4.087523, 5.603675, 3.064693], [3.864819, 4.332701, 1.827605], [2.769229, 4.387582, 3.164476], [1.909535, 6.606845, 2.352243], [4.218096, 6.280797, 0.412219], [3.435294, 7.777835, 0.992769], [-0.796731, 0.525900, -1.844205], [-0.222792, 1.192791, -0.609041], [-0.844733, 2.542957, -0.256844], [-1.496958, 2.301671, 1.004054], [-1.143421, 1.089133, 1.473114], [-1.450317, 0.683982, 2.540569], [-0.517874, 0.356945, 0.522169], [-1.801381, 0.157310, -1.639393], [-0.138772, -0.302634, -2.111332], [-0.826825, 1.239702, -2.668182], [0.845125, 1.328088, -0.762868], [-1.598990, 2.825555, -1.002958], [-0.200717, 3.421024, -0.229914], [-5.427092, -0.054416, 7.346466], [-4.315196, -0.080133, 6.957612], [-3.915388, 0.314088, 5.732458], [-2.514411, 0.026206, 5.535152], [-2.046275, -0.501894, 6.900018], [-3.261446, -0.508246, 7.693125], [-2.432729, -0.689376, 4.727747], [-2.030201, 0.950219, 5.220567], [-1.341133, 0.118426, 7.442631], [-1.746674, -1.543934, 6.800948]],
  "forces_ev_per_a": [[0.3540, 0.1472, 0.3419], [0.4934, 0.9139, -0.7375], [-0.1631, -1.1798, -0.3016], [0.1811, 0.2044, 0.0657], [0.5548, -0.4699, 0.2458], [-0.5625, 0.5053, -0.1408], [0.0222, -0.1834, 0.2596], [-0.0366, -0.2100, -0.2236], [-0.0626, -0.1015, 0.0685], [-0.3214, -0.0384, 0.0552], [-0.3627, -0.3431, 0.1598], [-0.0533, 0.2218, 0.0310], [-0.0447, 0.4961, 0.1236], [-0.4005, -0.4265, 0.2435], [0.8125, 0.3029, -0.3020], [-0.4071, 0.0331, 0.4332], [0.0825, -0.0888, -0.1390], [0.4201, 0.1806, 0.3871], [-0.3810, -0.1829, -0.3833], [-0.1347, 0.0854, 0.0412], [0.0216, -0.0760, 0.0674], [-0.0085, 0.2010, -0.1182], [0.1880, 0.0135, 0.0726], [-0.2422, -0.1070, -0.0463], [-0.0817, -0.0451, -0.2035], [0.1392, 0.0196, -0.0213], [-0.7550, -0.0985, -0.2320], [0.7506, -0.0745, -0.5045], [-0.9125, 0.4715, 0.6054], [-0.1481, -0.2336, -0.0636], [-0.5790, 0.2005, -0.1767], [0.6960, -0.0287, 0.0995], [-0.2083, -0.0554, 0.2054], [0.2863, 0.1224, 0.0085], [0.1366, 0.1081, -0.0025], [0.0870, 0.0524, 0.1205], [-0.0281, -0.0970, 0.0922], [0.4344, -0.1585, -0.1495], [0.2326, -0.1548, 0.0533], [0.3180, 0.3011, -0.1084], [-0.1862, 0.0517, -0.0967], [-0.1750, 1.1958, -0.9711], [0.2157, -0.3723, 0.2405], [0.5239, 0.6211, -0.2349], [-0.2073, -0.0736, 0.1558], [-0.1645, -0.5983, 0.0323], [-0.0183, 0.0225, 0.0923], [-0.0223, -0.0899, 0.1889], [-0.1779, -0.3687, -0.0306], [-0.0488, 0.0436, 0.1801], [-0.1293, -0.2605, 0.5338], [0.0794, -0.3339, 0.0226], [-0.2267, 0.4722, -0.2816], [0.4006, 0.1549, 0.3377], [0.1822, 0.5783, -0.3515], [0.0605, -0.5035, -0.1305], [-0.8279, -0.4994, -0.0024], [0.4238, 0.5163, 0.2332], [0.2707, -0.1557, 0.1561], [-0.0172, -0.1775, 0.0572], [-0.0196, -0.0873, 0.0879], [-0.0042, -0.0629, -0.0586], [0.0468, -0.0981, -0.1866], [-0.0133, -0.1105, 0.0183], [-0.0762, -0.0678, 0.2130], [-0.1489, -0.3846, -0.3915], [0.6883, -0.3170, -0.0768], [0.1764, -0.0792, 0.6480], [-0.0021, 0.4427, -0.1280], [0.7181, 0.0148, 0.2659], [-0.8021, -0.1199, -0.4378], [-0.4942, -0.0576, 0.4416], [-0.0002, -0.0775, 0.1000], [0.1688, 0.2223, -0.0264], [-0.0759, 0.3003, 0.1963], [-0.3116, -0.0727, -0.2253], [-0.0441, 0.0025, -0.1433], [-0.0545, 0.1086, -0.3250], [0.2656, 0.0681, 0.1589], [0.0290, 0.3271, -0.7032], [-1.0688, 0.2314, -0.5430], [0.5829, 0.2036, -0.0572], [-0.4044, 0.1828, -1.0583], [-0.0020, -0.3295, 0.8627], [0.5253, 0.5401, 0.3699], [-0.0710, 0.0167, -0.0856], [-0.1855, -0.1122, -0.1319], [-0.0183, -0.0853, -0.0362], [0.0997, -0.3729, 0.5285], [-0.2040, -0.2315, 0.2676], [0.4132, -0.3542, 0.4911], [-0.9428, 0.1231, 0.2807], [1.0838, -0.1511, -0.1212], [0.2302, -0.1117, -0.0950], [-0.2075, 0.6393, 0.1238], [-1.1093, -0.4085, 0.0069], [0.1569, 0.0534, -0.3447], [0.1252, -0.2653, 0.0312], [0.0224, -0.0589, 0.0809], [0.2630, -0.0460, -0.2412], [0.3918, 0.1349, 0.1856]],
  "lumo_ev": -0.028,
  "relative_energy_ev": 0.000,
  "charge": 0,
  "e_tot_ev": -82035.5312,
  "gap_ev": 10.51
}

2.
{
  "formula": "C31H47AsN2O4OsSSb2Si",
  "method": "ωB97M-V/def2-TZVPD",
  "elements": ["Os", "C", "Sb", "C", "C", "C", "C", "C", "C", "C", "C", "C", "Sb", "C", "C", "H", "H", "H", "H", "H", "H", "H", "H", "H", "H", "H", "H", "H", "H", "H", "H", "H", "H", "H", "H", "C", "Si", "C", "C", "N", "C", "C", "C", "C", "C", "C", "H", "H", "H", "H", "H", "H", "H", "H", "H", "H", "H", "H", "H", "H", "O", "C", "N", "S", "O", "O", "C", "C", "C", "C", "C", "C", "H", "H", "H", "H", "C", "As", "C", "C", "O", "H", "H", "H", "H", "H", "H", "H", "H", "H"],
  "positions_angstrom": [[0.880649, 0.513210, 0.735250], [-0.709506, -3.057555, -1.632707], [-0.569443, -2.163831, 0.288234], [-2.515521, -2.614664, 0.984216], [0.583868, -3.649679, 1.344150], [1.436525, -4.454595, 0.411241], [0.926390, -5.622218, -0.151735], [1.658474, -6.365735, -1.062177], [2.931480, -5.948762, -1.424504], [3.458454, -4.802783, -0.853368], [2.730343, -4.046902, 0.065530], [3.392694, -2.858072, 0.697024], [2.940088, -0.958929, -0.188434], [2.893805, -1.607609, -2.200084], [4.781276, 0.063971, -0.055731], [-1.083182, -4.072136, -1.501697], [0.259692, -3.101645, -2.120513], [-1.403273, -2.484677, -2.246219], [-2.629969, -3.691522, 0.864718], [-3.265867, -2.103342, 0.384462], [-2.602431, -2.331933, 2.029149], [-0.156025, -4.270290, 1.850535], [1.155937, -3.112377, 2.095857], [-0.062018, -5.958880, 0.141708], [1.242456, -7.274143, -1.476339], [3.518283, -6.524005, -2.127286], [4.466948, -4.496175, -1.107820], [4.470911, -2.889830, 0.528834], [3.230354, -2.767021, 1.767461], [3.916395, -1.909721, -2.427434], [2.575291, -0.843321, -2.898535], [2.250293, -2.480122, -2.272103], [5.341821, -0.105580, -0.973065], [5.323971, -0.332490, 0.800582], [4.606454, 1.126497, 0.094486], [2.422819, 1.993449, -3.130062], [0.785396, 2.008858, -2.260488], [-0.191529, 0.457488, -2.549118], [-0.236607, 3.475799, -2.738044], [1.079933, 2.061498, -0.459561], [1.491656, 3.266642, 0.175765], [2.291685, 4.200889, -0.488163], [2.690974, 5.361494, 0.152129], [2.307250, 5.611062, 1.464095], [1.518295, 4.689118, 2.134893], [1.112534, 3.530687, 1.492923], [2.283225, 1.689862, -4.171410], [3.134059, 1.306766, -2.673493], [2.891462, 2.977324, -3.146315], [-0.546119, 0.451821, -3.583495], [-1.064949, 0.435685, -1.892862], [0.368755, -0.468373, -2.396107], [-0.138960, 3.654271, -3.811815], [0.050541, 4.394878, -2.228553], [-1.292977, 3.285195, -2.537136], [2.618261, 4.014536, -1.500165], [3.311832, 6.073296, -0.374813], [2.624525, 6.517863, 1.960191], [1.217756, 4.873525, 3.158151], [0.492291, 2.822077, 2.032262], [-1.051016, -0.875589, 3.407766], [0.079482, -0.501004, 3.607228], [1.084115, -0.528503, 2.604841], [2.512169, 0.085368, 3.189663], [3.571261, -0.875304, 3.213454], [2.732210, 1.265577, 2.350821], [1.930896, 0.467789, 4.782106], [2.627938, 1.035753, 5.830722], [1.924141, 1.214743, 7.015985], [0.590751, 0.825082, 7.130868], [-0.083308, 0.244377, 6.063702], [0.607867, 0.074687, 4.876505], [3.667969, 1.318019, 5.743732], [2.425274, 1.655343, 7.867158], [0.079059, 0.968769, 8.072731], [-1.111237, -0.081513, 6.152589], [-3.979143, 1.034448, 1.192507], [-2.312638, 1.931569, 1.328224], [-2.346528, 3.463449, 0.194428], [-2.071487, 2.457028, 3.142476], [-1.147388, 0.785690, 0.838722], [-4.785051, 1.732411, 1.416413], [-3.993243, 0.209911, 1.903295], [-4.090093, 0.656005, 0.177627], [-2.802040, 4.289718, 0.739756], [-2.943402, 3.235332, -0.687031], [-1.331987, 3.728491, -0.093918], [-1.234407, 3.145483, 3.238149], [-1.905552, 1.560140, 3.736156], [-2.986898, 2.954012, 3.464455]],
  "forces_ev_per_a": [[-0.7008, -0.7423, -0.5032], [-0.1133, -0.0570, -0.0275], [0.4793, 0.0749, -0.0426], [-0.0835, 0.1134, 0.0188], [-0.0345, -0.1283, -0.0546], [-0.0691, 0.1046, 0.0997], [-0.0321, -0.0314, -0.0396], [-0.0167, -0.0037, 0.0177], [-0.0055, 0.0273, 0.0224], [-0.0126, -0.0079, -0.0376], [0.1504, 0.0596, 0.0109], [-0.0486, 0.0016, 0.0482], [0.2245, 0.1755, -0.1487], [0.0154, -0.0026, -0.0208], [0.0350, 0.0699, 0.0246], [-0.0103, -0.0056, -0.0575], [0.0086, -0.0192, -0.0117], [0.0108, -0.0143, -0.0101], [-0.0604, -0.0004, 0.0293], [0.0057, -0.0062, -0.0039], [0.0026, -0.0117, 0.0090], [0.0471, -0.0440, 0.0090], [-0.0017, -0.0079, 0.0546], [0.0047, -0.0047, -0.0034], [-0.0005, 0.0024, -0.0067], [0.0000, -0.0028, -0.0008], [0.0049, -0.0113, 0.0094], [0.0077, -0.0785, 0.0655], [-0.0183, -0.0191, 0.0047], [-0.0199, -0.0130, -0.0467], [-0.0103, 0.0648, -0.0183], [0.0105, -0.0249, -0.0209], [0.0435, 0.0041, 0.0213], [0.0111, 0.0151, -0.0022], [-0.0062, 0.0066, -0.0139], [0.1189, 0.0036, -0.1487], [0.0781, 0.0356, 0.4275], [-0.0092, -0.1997, -0.0140], [-0.1602, 0.0854, -0.0344], [0.1745, 0.0570, 0.1284], [0.0384, -0.3494, -0.3062], [0.0026, 0.1045, 0.0200], [-0.0231, -0.0292, 0.0115], [0.0347, 0.0398, 0.0087], [-0.0278, -0.0464, -0.0576], [-0.1052, 0.1267, 0.1124], [0.0070, -0.0249, 0.0144], [0.0711, -0.0501, 0.0322], [-0.0179, -0.0341, -0.0926], [-0.0074, -0.0016, 0.0021], [-0.0454, -0.0045, -0.0319], [-0.0245, 0.0699, -0.0095], [-0.0061, -0.0133, 0.0046], [0.0395, 0.0348, 0.0113], [0.0191, 0.0460, -0.0405], [-0.0049, 0.0284, 0.0499], [0.0028, 0.0001, 0.0014], [-0.0007, 0.0033, -0.0067], [-0.0009, -0.0021, 0.0043], [0.0391, -0.0127, -0.0305], [-0.0668, 0.0686, 0.0097], [0.3973, -0.2025, -0.4697], [-0.2201, 0.5666, 0.5287], [-0.1053, 0.0197, -0.3769], [-0.0082, -0.0469, -0.0041], [0.2075, -0.1027, 0.2046], [0.0995, 0.1662, 0.1704], [-0.0880, -0.0655, 0.0446], [0.0158, 0.0083, 0.0154], [0.0100, -0.0111, -0.0029], [0.0021, -0.0059, 0.0341], [-0.0955, -0.0578, -0.0014], [-0.0022, 0.0065, -0.0225], [-0.0107, 0.0016, 0.0035], [-0.0040, -0.0041, -0.0007], [0.0000, 0.0017, -0.0069], [-0.0762, -0.1247, -0.0055], [0.1254, -0.1925, -0.0560], [0.0345, 0.0710, -0.0647], [0.0794, 0.0434, 0.0977], [-0.2534, 0.4871, 0.3787], [-0.0101, 0.0011, -0.0066], [-0.0014, -0.0066, -0.0107], [-0.0241, 0.0016, 0.0103], [-0.0099, 0.0042, -0.0095], [0.0269, 0.0127, -0.0075], [0.0170, 0.0284, 0.0338], [-0.0386, -0.0045, 0.0202], [-0.0232, -0.0148, 0.0297], [0.0121, 0.0002, 0.0339]],
  "lumo_ev": [-5.543, -6.980],
  "relative_energy_ev": 0.474,
  "spin_multiplicity": 5,
  "charge": 2,
  "e_tot_ev": -139159.3345,
  "gap_ev": [7.12, 6.11]
}